[1]
Here is a molecular structure, C42H48F3N5O6RuSi in a non-equilibrium geometry from OMol25. Energies are from wB97M-V/def2-TZVPD.

Geometry as XYZ:
```
106
Properties=species:S:1:pos:R:3:forces:R:3:lowdin_spin:R:1
Ru 0.1963 1.4951 0.1411 -0.9 -1.5 -0.3 0.844
O -2.7287 3.2240 2.3459 0.8 -0.1 0.4 0.044
C -1.6969 2.6746 1.9282 -1.9 -0.3 -1.9 0.020
N -1.6329 1.9860 0.7521 0.2 0.6 0.9 0.013
C -2.8837 1.8748 0.0404 -0.3 0.1 0.1 0.000
C -2.9280 0.7407 -0.9435 -1.8 -0.3 -0.6 0.000
C -4.1120 0.2899 -1.5489 1.0 1.1 1.9 0.000
C -4.0521 -0.2789 -2.8334 1.2 -0.9 -1.4 0.000
C -2.8708 -0.5787 -3.4538 -1.1 -0.1 0.5 0.000
C -1.6220 -0.5103 -2.6528 -0.1 0.5 -0.9 -0.001
N -1.7827 0.3471 -1.4851 -0.6 -0.7 0.5 -0.002
C -0.4248 2.7214 2.6453 2.2 -0.3 0.7 0.000
C -0.2584 3.4974 3.7958 -0.6 -0.2 -0.6 0.001
C 0.9526 3.5169 4.4417 1.1 -0.9 -0.5 -0.001
C 1.9911 2.7082 3.9275 -0.8 0.8 0.7 0.002
C 1.7657 1.9842 2.7803 0.1 -0.3 -0.2 -0.001
N 0.6103 1.9913 2.1190 -0.8 1.3 1.5 0.000
H -3.7012 1.7970 0.7715 0.1 0.0 -0.3 0.000
H -3.0733 2.8074 -0.5298 0.0 -0.2 0.1 0.001
H -5.0632 0.5069 -1.0937 -0.1 0.2 0.1 0.000
H -4.9777 -0.4530 -3.3647 -0.1 0.1 -0.1 0.000
H -2.8263 -0.9333 -4.4701 -0.1 0.0 -0.2 0.000
H -1.2516 -1.5030 -2.3543 0.0 0.1 0.0 0.000
H -1.1081 4.0737 4.1299 -0.1 0.0 0.0 0.000
H 1.1149 4.1157 5.3241 0.0 0.1 0.1 0.000
H 2.9468 2.6541 4.4227 0.1 0.0 0.0 0.000
H 2.5518 1.3721 2.3567 -0.1 0.0 0.0 0.000
O 2.1207 1.1532 -0.3163 0.7 -0.6 -0.5 0.048
C 3.1718 1.8346 -0.0200 -0.8 1.0 0.3 0.003
C 4.4273 1.2052 0.0188 0.8 0.0 0.0 0.005
C 5.5681 1.8732 0.4303 -0.8 -0.3 -0.2 -0.001
C 5.4889 3.2032 0.8336 0.2 0.5 0.2 0.006
C 4.2838 3.8689 0.7879 -0.5 -0.3 -0.2 -0.001
C 3.1036 3.2368 0.3412 1.6 -1.3 0.1 0.006
C 1.8660 3.9134 0.2552 -1.8 1.2 -0.5 0.001
N 0.7045 3.4271 -0.2659 1.4 1.0 1.1 0.002
C -0.2049 4.4465 -0.2246 -0.1 0.5 -0.2 0.002
C 0.3548 5.5502 0.3286 -0.3 0.1 -0.1 0.002
N 1.6591 5.2309 0.6164 0.1 -1.3 -0.3 -0.001
H 4.4602 0.1633 -0.2621 0.0 -0.1 0.0 0.000
H 6.5140 1.3541 0.4631 0.1 -0.1 0.0 0.000
H 6.3744 3.7174 1.1826 0.0 0.0 0.0 0.000
H 4.2436 4.9014 1.1054 0.1 0.2 0.0 0.000
H -1.1946 4.3185 -0.6198 -0.1 0.0 0.1 0.000
H -0.0600 6.5132 0.5438 -0.1 0.2 0.0 0.000
H 2.3022 5.7964 1.1416 0.0 0.0 -0.2 0.000
C -3.6074 -3.7280 2.0493 0.3 0.3 -0.1 0.000
C -2.8910 -2.5649 1.3406 -0.9 -0.1 -0.2 0.000
C -3.2196 -1.2113 1.9745 0.2 -0.2 -0.1 0.001
C -3.3264 -2.5532 -0.1293 0.2 -0.2 0.3 0.000
O -1.5151 -2.8170 1.4481 0.5 -0.1 0.1 0.000
Si -0.1214 -2.0009 1.0661 -0.2 0.2 -0.3 0.004
O -0.2825 -0.4705 0.7663 0.2 1.0 -0.1 0.023
O 0.5257 -2.7375 -0.2465 0.1 0.0 -0.2 0.001
C 0.7348 -4.1065 -0.4998 0.1 -0.6 -0.4 0.000
C -0.4578 -4.6523 -1.2985 0.3 0.2 0.2 0.000
C 0.8730 -4.9201 0.7875 0.1 0.2 -0.2 0.000
C 2.0198 -4.2240 -1.3297 -0.4 0.1 0.2 0.000
O 0.8996 -2.3910 2.2967 0.3 0.0 0.0 0.000
C 0.7702 -2.3487 3.6933 0.1 -0.1 0.7 0.000
C 2.1035 -2.8462 4.2734 -0.3 0.2 -0.2 0.000
C 0.4772 -0.9230 4.1683 0.1 -0.3 -0.2 0.000
C -0.3528 -3.2795 4.1666 0.2 0.2 -0.1 0.000
H -4.6830 -3.6550 1.9036 -0.1 0.0 0.0 0.000
H -3.3842 -3.7421 3.1132 0.0 0.1 0.2 0.000
H -3.2592 -4.6674 1.6225 0.0 -0.1 -0.1 0.000
H -4.2581 -0.9325 1.8177 -0.2 0.0 0.0 0.000
H -2.5712 -0.4659 1.5209 0.0 0.2 0.0 0.001
H -3.0182 -1.2290 3.0421 0.0 0.0 0.2 0.000
H -4.3561 -2.2159 -0.2274 0.0 0.1 0.0 0.000
H -3.2463 -3.5444 -0.5713 0.1 -0.1 0.0 0.000
H -2.6756 -1.8775 -0.6680 0.0 0.1 -0.2 0.000
H -1.3494 -4.5748 -0.6843 -0.1 0.0 0.0 0.000
H -0.2946 -5.6949 -1.5665 0.0 -0.1 0.0 0.000
H -0.6032 -4.0684 -2.2044 0.0 0.1 -0.1 0.000
H -0.0440 -4.8289 1.3607 -0.1 -0.1 0.2 0.000
H 1.6844 -4.5162 1.3840 0.1 -0.1 0.1 0.000
H 1.0630 -5.9676 0.5592 0.0 -0.1 0.0 0.000
H 1.9221 -3.6453 -2.2448 0.0 0.1 -0.1 0.000
H 2.2140 -5.2662 -1.5784 0.1 -0.1 0.0 0.000
H 2.8556 -3.8258 -0.7604 0.1 0.0 0.1 0.000
H 2.9194 -2.2098 3.9415 0.1 0.1 0.0 0.000
H 2.2964 -3.8594 3.9267 0.0 -0.1 0.0 0.000
H 2.0658 -2.8459 5.3608 0.0 0.0 0.1 0.000
H 1.3016 -0.2648 3.9100 0.1 0.0 0.0 0.000
H 0.3205 -0.8949 5.2453 0.0 0.0 0.1 0.000
H -0.4114 -0.5570 3.6617 -0.2 0.1 0.0 0.000
H -0.1736 -4.2893 3.8055 0.0 -0.1 0.0 0.000
H -1.2919 -2.9330 3.7534 -0.2 -0.1 0.1 0.000
H -0.4102 -3.2890 5.2538 0.0 0.0 0.1 0.000
F 1.4008 1.6295 -8.9214 0.1 -0.2 0.0 0.000
C 0.8389 2.5000 -8.0478 -0.1 0.1 -0.4 0.000
F 1.6116 3.5997 -8.0839 0.2 0.2 0.3 0.000
F -0.3310 2.8677 -8.6487 -0.1 0.0 0.1 0.000
C 0.6460 1.9279 -6.6972 0.0 -0.3 0.2 -0.001
C 0.0635 0.6524 -6.5907 0.4 0.8 -0.4 0.000
C -0.2138 0.1310 -5.3612 0.0 0.1 0.8 -0.001
C 0.0529 0.8680 -4.1741 0.8 0.1 -0.8 -0.001
C 0.7263 2.1158 -4.3002 -0.3 -0.6 0.1 -0.001
C 1.0014 2.6342 -5.5353 -0.1 -0.2 -0.7 0.000
C -0.4331 0.4244 -2.9474 -0.1 0.2 1.8 -0.004
C -0.5617 0.9756 -1.6426 0.8 -0.4 -1.2 -0.013
H -0.1652 0.0915 -7.4867 0.0 0.0 -0.1 0.000
H -0.6474 -0.8532 -5.2684 -0.1 -0.1 0.0 0.000
H 0.9731 2.6495 -3.3953 0.0 0.1 0.1 0.000
H 1.4802 3.5965 -5.6337 0.1 0.1 0.0 0.000
```
Positions in Å, forces in eV/Å.

Calculated values
charge: -1
highest occupied orbital energy (alpha / beta): -3.42 / -3.42 eV
2S+1: 2
frontier orbital gap (alpha / beta): 5.411 / 5.259 eV
expectation value of S²: 0.756


[2]
Here is a molecular structure, C42H48IrN8S3 in a non-equilibrium geometry from OMol25. Energies are from wB97M-V/def2-TZVPD.

Geometry as XYZ:
```
102
Properties=species:S:1:pos:R:3:forces:R:3:lowdin_charge:R:1
Ir 0.2325 -0.2874 0.3318 1.1 1.1 -0.3 1.244
N 1.1882 1.3081 -0.6693 -0.1 0.0 0.0 -0.069
C 2.6450 1.0354 -0.6618 0.0 0.0 0.1 -0.170
C 3.0298 0.5949 0.7453 0.1 -0.1 -0.1 -0.114
N 2.0511 -0.3921 1.3231 0.1 -0.1 0.3 -0.295
C 1.7665 -0.0872 2.7517 -0.2 0.1 0.0 -0.150
C 0.9354 1.1897 2.8201 0.0 0.0 0.0 -0.151
N -0.2331 1.0720 1.8850 -0.5 -0.5 0.1 -0.053
C 2.5036 -1.7980 1.1351 -0.1 -0.1 -0.1 -0.159
C 2.4720 -2.1261 -0.3509 -0.1 -0.1 0.1 -0.150
N 1.1308 -1.7337 -0.9046 -0.4 -0.2 0.2 -0.056
H 0.8392 1.4656 -1.6126 0.0 -0.1 0.0 0.106
H 1.0101 2.1748 -0.1659 0.0 0.1 -0.1 0.111
H 3.2284 1.9079 -0.9576 0.0 0.0 0.0 0.142
H 2.8343 0.2577 -1.3946 0.0 0.0 -0.1 0.101
H 3.0604 1.4666 1.3958 0.0 0.0 0.0 0.122
H 4.0334 0.1666 0.7514 0.0 0.0 0.0 0.147
H 2.6824 -0.0159 3.3423 0.0 0.1 0.0 0.151
H 1.1691 -0.9155 3.1294 0.1 0.0 0.0 0.093
H 1.5115 2.0689 2.5353 0.0 0.0 0.0 0.115
H 0.5889 1.3550 3.8400 0.0 0.0 0.0 0.134
H -0.5997 1.9867 1.6324 0.0 0.0 0.0 0.117
H -0.9947 0.6063 2.3794 0.0 0.2 0.1 0.068
H 1.7676 -2.4186 1.6439 0.1 0.0 0.1 0.092
H 3.4836 -1.9742 1.5835 0.1 0.1 -0.1 0.148
H 2.6596 -3.1887 -0.4985 -0.1 0.0 0.0 0.137
H 3.2459 -1.5953 -0.8983 0.0 0.0 0.0 0.111
H 0.4859 -2.5233 -0.8618 0.1 -0.1 -0.1 0.086
H 1.1965 -1.4710 -1.8838 0.0 -0.1 0.0 0.114
N -0.4698 -1.8728 1.4442 0.0 -0.5 -0.2 -0.402
S -1.7898 -2.1423 2.0635 0.8 1.2 -0.1 0.794
N -3.0804 -1.6502 1.2266 -0.7 -1.1 0.3 -0.354
S -3.6274 -2.1512 -0.1542 0.3 0.3 -0.3 0.914
N -3.8628 -0.9790 -1.1302 -0.1 0.2 0.3 -0.354
S -2.7238 0.2010 -1.2885 0.3 -0.1 -0.1 0.787
N -1.3058 -0.0877 -1.0354 -0.2 -0.1 0.0 -0.429
C -3.0085 0.6144 -2.9899 0.0 0.0 0.0 -0.349
C -1.9094 0.7855 -3.8143 0.0 0.0 0.0 -0.080
C -2.1164 1.1384 -5.1409 0.0 0.0 0.0 -0.047
C -3.4080 1.3140 -5.6156 0.0 0.0 0.0 -0.033
C -4.5017 1.1276 -4.7761 0.0 0.0 0.0 -0.033
C -4.3097 0.7788 -3.4504 0.0 0.0 0.0 -0.053
C -3.4400 1.5844 -0.4175 -0.2 0.0 -0.2 -0.314
C -3.1287 2.8509 -0.9044 0.2 0.0 0.1 -0.066
C -3.6771 3.9649 -0.2896 0.0 0.0 0.0 -0.043
C -4.5335 3.8099 0.7942 0.0 0.0 0.0 -0.039
C -4.8416 2.5417 1.2664 0.0 0.0 0.0 -0.046
C -4.3005 1.4187 0.6559 0.0 0.0 0.0 -0.075
C -2.6208 -3.3789 -0.9564 0.1 0.1 0.1 -0.301
C -2.1859 -3.1313 -2.2524 0.1 0.0 0.1 -0.059
C -1.4406 -4.1078 -2.8988 0.0 0.0 0.0 -0.044
C -1.1521 -5.3065 -2.2589 0.0 0.0 0.0 -0.033
C -1.6180 -5.5465 -0.9708 0.0 0.0 0.0 -0.035
C -2.3650 -4.5830 -0.3136 -0.2 -0.1 -0.1 -0.063
C -5.1889 -2.9265 0.0293 0.0 0.0 0.1 -0.314
C -5.9737 -3.0990 -1.1066 0.0 0.0 0.0 -0.040
C -7.1661 -3.7867 -0.9729 0.0 0.0 0.0 -0.027
C -7.5471 -4.2949 0.2649 0.0 0.0 0.0 -0.022
C -6.7448 -4.1168 1.3832 0.0 0.0 0.0 -0.032
C -5.5484 -3.4238 1.2720 0.0 0.0 0.0 -0.053
C -2.1166 -1.2085 3.5591 -0.1 -0.2 0.1 -0.341
C -3.2060 -0.3711 3.7496 0.0 0.0 0.0 -0.064
C -3.3605 0.2694 4.9739 0.0 0.0 0.0 -0.037
C -2.4493 0.0563 5.9974 0.0 0.0 0.0 -0.031
C -1.3621 -0.7904 5.8002 0.0 0.0 0.0 -0.038
C -1.1938 -1.4251 4.5819 0.1 0.1 0.0 -0.083
C -1.7823 -3.7903 2.7256 -0.5 -0.1 -0.5 -0.352
C -2.8492 -4.2032 3.5130 0.1 0.0 0.2 -0.067
C -2.8409 -5.4938 4.0180 0.0 0.0 0.0 -0.026
C -1.7889 -6.3493 3.7125 0.0 0.0 0.0 -0.024
C -0.7517 -5.9289 2.8885 0.0 0.0 0.0 -0.038
C -0.7490 -4.6434 2.3691 0.1 0.0 0.2 -0.085
H -0.9151 0.6325 -3.4169 0.0 0.0 0.0 0.088
H -1.2719 1.2766 -5.8022 0.0 0.0 0.0 0.118
H -3.5668 1.5994 -6.6467 0.0 0.0 0.0 0.124
H -5.5054 1.2569 -5.1573 0.0 0.0 0.0 0.123
H -5.1536 0.6402 -2.7873 0.0 0.0 0.0 0.121
H -2.4784 2.9687 -1.7631 0.0 0.0 0.0 0.119
H -3.4537 4.9526 -0.6695 0.0 0.0 0.0 0.122
H -4.9767 4.6808 1.2581 0.0 0.0 0.0 0.123
H -5.5284 2.4251 2.0945 0.0 0.0 0.0 0.119
H -4.5671 0.4289 0.9922 -0.1 0.0 0.0 0.080
H -2.4318 -2.2045 -2.7516 0.0 0.0 0.0 0.099
H -1.1022 -3.9372 -3.9122 0.0 0.0 0.0 0.122
H -0.5850 -6.0694 -2.7759 0.0 0.0 0.0 0.124
H -1.4242 -6.4953 -0.4887 0.0 0.0 0.0 0.124
H -2.7689 -4.7938 0.6672 -0.1 0.0 0.0 0.110
H -5.6621 -2.7010 -2.0631 0.0 0.0 0.0 0.121
H -7.7994 -3.9324 -1.8371 0.0 0.0 0.0 0.126
H -8.4802 -4.8345 0.3559 0.0 0.0 0.0 0.127
H -7.0494 -4.5166 2.3405 0.0 0.0 0.0 0.123
H -4.9194 -3.2599 2.1335 0.0 0.0 0.0 0.080
H -3.9319 -0.2295 2.9668 -0.1 0.0 -0.1 0.085
H -4.2118 0.9178 5.1321 0.0 0.0 0.0 0.121
H -2.5938 0.5328 6.9578 0.0 0.0 0.0 0.125
H -0.6626 -0.9753 6.6044 0.0 0.0 0.0 0.124
H -0.3632 -2.1076 4.4379 0.0 0.0 0.0 0.119
H -3.6561 -3.5249 3.7604 0.1 0.0 0.1 0.115
H -3.6501 -5.8302 4.6515 0.0 0.0 0.0 0.126
H -1.7782 -7.3523 4.1177 0.0 0.0 0.0 0.126
H 0.0558 -6.6069 2.6465 0.0 0.0 0.0 0.123
H 0.0361 -4.2975 1.7121 0.0 0.0 0.0 0.100
```
Positions in Å, forces in eV/Å.

Calculated values
charge: +3
highest occupied orbital energy: -15.69 eV
2S+1: 1
frontier orbital gap: 8.878 eV
ΔE to the lowest compared entry with this formula, charge and spin: 9.2 kcal/mol